Computed, not measured: a structure of composition C13H19ClIrN2O2S, with wB97M-V/def2-TZVPD.

The HOMO-LUMO gap (alpha / beta) is 6.39 / 5.59 eV. Its LUMO energy (alpha / beta) is -6.63 / -10.87 eV. For the strongest force on any atom, the calculation gives 6.8 eV/Å. As for the molar mass: 495.0 Da. The multiplicity is 6. As for the total charge: +2.

Geometry (Å):
1 C -1.896258 1.140573 -0.271573
2 C 1.987972 -0.309523 -1.178943
3 O 2.992309 -0.692971 -1.618764
4 H 4.389325 -1.094410 2.645184
5 N 0.399217 0.313439 3.786675
6 Ir 0.356799 0.208487 -0.405380
7 H -0.537604 -0.176289 -3.089774
8 H -1.963489 -2.939089 -0.688362
9 H -1.497121 0.984580 4.377167
10 H -2.738071 -0.709029 0.655303
11 C 1.080879 1.613603 0.581031
12 C -1.062498 0.314721 3.622387
13 C 3.421457 -0.885191 2.175196
14 H -0.907134 2.307100 -1.953541
15 H -1.334911 0.653462 2.601813
16 S 0.535947 -1.255887 1.626949
17 O 1.441270 2.432914 1.336935
18 N 2.497954 -0.318095 3.169125
19 H 2.177759 -0.549778 5.304547
20 C -1.182213 1.362797 -1.528488
21 H 3.617376 0.427792 4.808174
22 H 1.735737 1.964590 3.820091
23 C 2.986973 -0.448225 4.563898
24 H -0.832925 -2.702492 -2.034027
25 C -1.012919 0.052572 -2.143010
26 C -1.650858 -0.936312 -1.281860
27 H -1.417039 -0.716388 3.794365
28 H -2.239749 1.927890 0.380018
29 H 3.628211 -1.340630 4.593693
30 H 0.191104 2.184784 4.722247
31 C -1.805860 -2.356697 -1.596285
32 Cl 0.862591 -2.671995 -2.211490
33 H 1.461909 1.169519 5.424415
34 H 2.986530 -1.820424 1.770872
35 C 0.991334 1.480359 4.477111
36 C -2.163492 -0.238734 -0.144646
37 C 1.165812 -0.372412 2.950882
38 H -2.601938 -2.568392 -2.327069
39 H 3.583645 -0.172922 1.354750

Forces on atoms 1 to 2 (eV/Å):
C -1.12 -0.26 -0.97
C 5.15 -2.06 -3.18

Atomic partial charges in e from the Mulliken method, atoms 1 to 6:
1. C -0.506
2. C 0.335
3. O -0.384
4. H 0.474
5. N 0.141
6. Ir 0.962